{
  "formula": "C5H10N2",
  "method": "ωB97M-V/def2-TZVPD",
  "total_charge": 0,
  "relative_energy_kj_mol": 454.7,
  "orbital_gap_ev": 9.356,
  "energy_ha": -305.85067,
  "homo_ev": -8.38,
  "mol_weight_g_mol": 98.149,
  "lumo_ha": 0.0359,
  "elements": ["C", "C", "C", "C", "C", "H", "H", "H", "H", "H", "H", "H", "H", "H", "H", "N", "N"],
  "coordinates": [[-1.255, -0.790, -0.116], [0.779, 0.123, -1.166], [1.157, 0.580, 0.299], [-0.110, 1.466, 0.637], [-0.610, -0.166, 0.932], [-2.065, -0.160, -0.284], [-1.531, -1.690, 0.275], [-0.216, -1.754, -1.517], [0.502, 0.877, -1.877], [1.624, -0.148, -2.004], [2.183, 0.875, 0.488], [-0.560, 1.866, -0.227], [-0.046, 2.120, 1.522], [-1.112, 0.041, 2.031], [0.815, -1.721, 0.907], [-0.316, -0.846, -1.113], [0.763, -0.674, 1.215]]
}

---

{
  "formula": "C5H10N2",
  "method": "ωB97M-V/def2-TZVPD",
  "total_charge": 0,
  "relative_energy_kj_mol": 338.1,
  "orbital_gap_ev": 9.208,
  "energy_ha": -305.89506,
  "homo_ev": -8.57,
  "mol_weight_g_mol": 98.149,
  "lumo_ha": 0.0233,
  "smiles": "C=C/C(=N\\C)NC",
  "elements": ["C", "C", "C", "C", "C", "H", "H", "H", "H", "H", "H", "H", "H", "H", "H", "N", "N"],
  "coordinates": [[-0.084, -0.530, -2.412], [-0.293, 0.054, -0.122], [-1.156, 0.366, 0.985], [-0.801, 0.031, 2.242], [1.880, 0.431, 0.825], [0.540, 0.462, -2.346], [-0.792, -0.604, -3.182], [0.591, -1.590, -2.417], [-1.768, -0.068, -1.158], [-2.081, 0.715, 0.729], [-1.024, 0.746, 3.088], [-0.011, -0.610, 2.389], [2.767, -0.187, 0.710], [2.210, 1.412, 0.845], [1.520, 0.138, 1.866], [-0.852, -0.600, -1.207], [0.962, 0.239, -0.169]]
}

---

{
  "formula": "C5H10N2",
  "method": "ωB97M-V/def2-TZVPD",
  "total_charge": 0,
  "relative_energy_kj_mol": 236.8,
  "orbital_gap_ev": 9.361,
  "energy_ha": -305.93366,
  "homo_ev": -8.38,
  "mol_weight_g_mol": 98.149,
  "lumo_ha": 0.0360,
  "smiles": "[H]/N=C(\\C)NC(=C)C",
  "elements": ["C", "C", "N", "C", "C", "C", "N", "H", "H", "H", "H", "H", "H", "H", "H", "H", "H"],
  "coordinates": [[1.023, -1.684, -0.045], [0.618, 1.158, 0.678], [-0.975, -0.263, -0.626], [0.359, -0.676, -0.954], [-1.064, 0.669, 0.330], [-2.070, 1.221, 0.990], [0.644, -0.563, -2.218], [-1.557, -0.128, -1.448], [1.599, -0.882, -2.399], [0.924, -2.678, -0.493], [0.579, -1.692, 0.952], [2.084, -1.448, 0.051], [0.458, 2.210, 0.939], [1.513, 1.282, 0.063], [0.848, 0.618, 1.597], [-3.076, 0.822, 0.898], [-1.907, 2.037, 1.685]]
}

---

{
  "formula": "C5H10N2",
  "method": "ωB97M-V/def2-TZVPD",
  "total_charge": 0,
  "relative_energy_kj_mol": 813.0,
  "orbital_gap_ev": 9.570,
  "energy_ha": -305.71418,
  "homo_ev": -8.57,
  "mol_weight_g_mol": 98.149,
  "lumo_ha": 0.0368,
  "elements": ["C", "C", "C", "C", "C", "H", "H", "H", "H", "H", "H", "H", "H", "H", "H", "N", "N"],
  "coordinates": [[0.675, 0.275, 0.417], [-0.651, 0.642, 0.790], [-1.596, -0.080, -0.122], [0.460, -1.104, 0.156], [1.746, -0.708, 0.165], [0.134, 1.011, -1.539], [0.942, 1.958, -0.433], [-1.067, 0.666, 1.914], [-0.920, 1.647, 0.647], [-2.076, 0.599, -0.679], [-2.327, -0.832, 0.176], [-0.900, -1.911, -1.206], [0.110, -1.353, 1.263], [2.274, -0.014, -0.749], [2.817, -0.956, 0.957], [0.984, 1.085, -0.871], [-0.606, -0.926, -0.886]]
}